1.
The following is a DFT calculation (wB97M-V/def2-TZVPD) of a 2-piece molecular cluster, C2H3NOS overall.

ORCA input file:
```
! RIJCOSX wB97M-V def2-TZVPD def2/J DEFGRID3
* xyz 0 1
S -3.003 -1.672 0.248
O -0.338 0.252 0.089
N -1.533 -1.253 -2.030
C -2.058 -1.443 -0.977
C 0.140 1.351 0.255
H 0.508 1.724 -0.719
H -0.807 -1.880 -2.381
H 0.180 1.965 1.100
*
```

Calculated values
* energy: -16493.65024 eV
* energy relative to the best compared isomer or geometry (same formula, charge and spin): 35.7 kcal/mol

These are the Löwdin partial charges, in e, on atoms 1 to 6:
1 S 0.709
2 O -0.051
3 N 0.106
4 C -0.920
5 C -0.090
6 H 0.086

2.
The following is a DFT calculation (wB97M-V/def2-TZVPD) of a 17-piece molecular cluster, C32H62ClFN18O37S overall.

ORCA input file:
```
! RIJCOSX wB97M-V def2-TZVPD def2/J DEFGRID3
* xyz 0 1
Cl -2.281 -3.322 1.750
S -3.764 -2.941 -1.204
F 2.348 -0.440 -2.778
O 4.111 -8.813 0.239
O -4.801 7.327 -2.500
O -10.475 5.296 -6.391
O -6.781 2.285 -4.783
O 7.600 3.394 3.912
O -4.224 -2.988 -2.609
O -0.825 6.622 0.312
O 1.988 -8.990 3.583
O 5.752 -1.362 5.978
O 2.342 -4.552 -1.443
O 2.934 -0.119 -0.084
O -5.245 0.929 -5.494
O -0.169 9.014 -6.031
O -4.196 0.850 1.467
O 4.332 -1.171 7.607
O 0.661 -2.248 3.054
O 8.225 -7.229 2.674
O -11.143 4.315 -4.577
O 1.132 8.922 -4.299
O 6.158 3.568 5.520
O 11.650 -5.104 3.132
O -2.731 0.653 -0.121
O 12.278 -5.959 5.023
O 7.220 -6.106 1.118
O 0.777 -10.478 2.578
O -5.398 8.182 -4.399
O 2.551 4.208 2.747
O 3.879 -5.928 -2.110
O -3.904 -4.324 -0.669
O -3.643 10.081 -0.603
O -2.938 10.987 -2.443
O -2.397 0.948 -3.058
O 3.583 3.105 4.304
O 1.949 -8.862 0.088
O -0.925 4.750 1.396
O -8.564 -2.392 1.723
O -6.405 -2.349 1.899
N -3.049 10.053 -1.666
N 3.219 -5.377 -1.249
N 7.643 -7.136 1.607
N -10.563 4.335 -5.648
N 6.954 4.030 4.724
N 11.441 -5.503 4.263
N -1.980 -1.374 -3.326
N -7.494 -2.878 2.037
N -3.374 1.299 0.689
N 0.946 -9.388 3.093
N 2.223 -2.029 1.236
N -0.547 5.900 1.251
N -5.625 7.798 -3.271
N 3.025 -9.346 0.394
N 0.395 9.507 -5.073
N 5.113 -0.715 6.795
N 2.990 3.183 3.243
N -5.901 1.456 -4.615
C 3.017 -10.699 1.008
C -7.509 -4.237 2.641
C -1.735 0.304 -5.291
C 7.436 -8.394 0.843
C 0.660 1.314 -2.620
C 0.709 -1.306 -0.464
C 5.306 0.761 6.800
C -0.221 -8.468 3.123
C -1.521 -2.321 -4.374
C -9.904 3.073 -6.079
C 3.510 -5.745 0.161
C -2.067 -2.276 -0.976
C 2.118 -0.983 0.163
C 7.148 5.504 4.750
C 0.158 10.955 -4.826
C -7.028 7.913 -2.790
C 0.896 -2.140 1.883
C -1.292 -1.534 -2.055
C -3.132 2.765 0.734
C 10.041 -5.423 4.756
C 2.787 1.914 2.493
C 0.955 -0.252 -2.876
C -2.081 -0.003 -3.760
C 3.784 -1.461 3.326
C -4.924 -1.784 -0.336
C 0.118 -1.035 -1.798
C -0.059 -2.040 0.629
C 0.329 6.474 2.307
C -2.408 8.767 -2.044
C 3.090 -1.631 2.347
C -1.443 -2.510 0.391
C -5.599 1.051 -3.218
H -0.910 11.091 -4.667
H 2.207 1.249 3.130
H -1.526 -3.357 -3.899
H 1.270 6.753 1.837
H -1.680 8.523 -1.272
H -3.196 8.010 -2.102
H -9.164 2.815 -5.324
H -2.783 3.010 1.735
H -0.652 0.065 -5.538
H -5.774 -0.021 -3.140
H -2.380 3.019 -0.008
H 1.994 -11.043 1.082
H -0.187 1.451 -1.869
H -6.920 -4.888 1.997
H -7.080 7.534 -1.772
H -10.676 2.309 -6.154
H -1.013 -8.962 3.684
H -4.556 1.297 -3.024
H 4.320 -1.430 4.308
H -1.905 1.392 -5.544
H -0.497 -2.117 -4.798
H 3.599 -11.357 0.365
H 6.908 -8.161 -0.079
H -9.430 3.237 -7.043
H 0.075 -7.542 3.608
H 6.025 1.024 6.029
H 1.562 1.822 -2.147
H -7.652 7.320 -3.456
H -2.318 -2.378 -5.183
H -7.301 8.966 -2.825
H 7.879 5.774 3.992
H 0.331 1.848 -3.558
H 0.520 -0.481 -3.888
H -0.181 7.343 2.719
H 6.185 5.966 4.539
H -6.256 1.598 -2.545
H -0.521 -8.287 2.092
H 3.766 1.495 2.272
H 0.500 11.498 -5.705
H 5.676 1.041 7.785
H 3.466 -10.612 1.995
H 2.247 2.133 1.575
H -4.814 -1.839 0.777
H -6.002 -1.981 -0.619
H 6.845 -9.063 1.466
H 8.417 -8.815 0.630
H -7.068 -4.159 3.633
H 2.850 -5.179 0.814
H 9.424 -6.026 4.091
H 7.505 5.771 5.743
H 4.552 -5.498 0.357
H -4.605 -0.740 -0.648
H 3.332 -6.814 0.264
H 10.004 -5.810 5.771
H 0.491 5.721 3.074
H 9.742 -4.377 4.731
H -1.920 8.889 -3.008
H 4.339 1.219 6.597
H -4.075 3.262 0.512
H -2.381 -0.308 -5.989
H 0.720 11.256 -3.945
H -8.538 -4.582 2.702
*
```

Calculated values
* energy: -162792.46008 eV

These are the Löwdin partial charges, in e, on atoms 1 to 6:
1 Cl 0.703
2 S 0.674
3 F -0.009
4 O 0.044
5 O 0.023
6 O 0.060

3.
The following is a DFT calculation (wB97M-V/def2-TZVPD) of a 6-piece molecular cluster, C27H50IN2O10S5 overall.

ORCA input file:
```
! RIJCOSX wB97M-V def2-TZVPD def2/J DEFGRID3
* xyz 1 1
I 0.951 2.718 2.221
S -5.367 1.557 -4.387
S -6.255 2.065 1.339
S -4.565 -2.153 4.269
S 5.033 0.852 -0.287
S 7.980 -3.652 0.320
O -5.934 2.250 -3.257
O -3.784 -1.189 3.529
O 4.100 0.509 -1.341
O -7.199 3.129 1.125
O -4.869 2.401 1.614
O 6.540 -3.608 0.226
O -5.794 -2.646 3.695
O -6.050 0.442 -4.983
O 4.504 1.286 0.988
O 8.675 -2.696 1.146
N -0.477 3.422 -1.914
N -0.581 2.585 -0.901
C 7.348 -0.109 -1.012
C -3.546 -3.549 4.764
C 8.669 -3.647 -1.346
C -1.501 4.214 -2.144
C 6.194 2.075 -0.917
C -6.282 0.899 -0.016
C 7.571 1.403 -0.864
C -6.845 0.934 2.602
C -4.898 -1.548 5.919
C -1.658 2.485 -0.124
C -4.919 2.733 -5.675
C 9.361 -5.007 -1.517
C -2.676 4.202 -1.375
C -3.430 -3.464 6.291
C 1.663 2.443 0.221
C 8.632 -6.009 -0.612
C -2.897 1.371 -5.260
C -2.759 3.305 -0.344
C 0.615 1.760 -0.647
C -4.697 -2.771 6.809
C 6.212 -0.466 -0.059
C -6.213 -0.463 0.670
C 8.474 -5.319 0.739
C 2.205 3.759 -0.321
C -3.387 2.750 -5.725
C -3.688 1.051 -3.997
C -7.153 -0.383 1.878
H 8.224 1.795 -1.642
H 2.897 4.189 0.405
H -4.606 -2.486 7.855
H -3.034 2.988 -6.726
H -5.452 1.107 -0.687
H -3.107 0.623 -6.027
H -5.355 2.367 -6.602
H 8.045 1.607 0.098
H 10.405 -4.929 -1.209
H 5.889 2.314 -1.934
H -1.824 1.363 -5.072
H 9.357 -2.809 -1.431
H 9.421 -5.250 1.273
H 0.272 0.837 -0.177
H -3.629 3.204 0.295
H -6.999 -1.228 2.543
H 9.348 -5.319 -2.559
H -5.555 -3.440 6.717
H -7.715 1.385 3.071
H 6.126 2.961 -0.290
H 2.488 1.736 0.292
H 9.183 -6.943 -0.515
H -3.698 -0.003 -3.729
H -4.063 -4.449 4.438
H -4.167 -0.768 6.131
H -5.352 3.696 -5.418
H 1.041 1.509 -1.621
H 1.416 4.498 -0.474
H -5.196 -0.658 1.018
H 6.538 -0.434 0.980
H 5.729 -1.417 -0.265
H -1.627 1.748 0.670
H 7.837 -3.519 -2.036
H -8.192 -0.386 1.542
H -7.224 1.039 -0.545
H -3.357 1.654 -3.150
H -6.495 -1.262 -0.014
H 8.248 -0.671 -0.768
H -1.379 4.887 -2.987
H 7.649 -6.242 -1.026
H 7.712 -5.754 1.380
H -3.306 -4.455 6.725
H -3.004 3.521 -5.051
H -6.041 0.823 3.328
H -2.589 -3.466 4.254
H -3.490 4.880 -1.604
H -5.905 -1.136 5.943
H 2.729 3.587 -1.265
H -2.553 -2.875 6.563
H 7.061 -0.345 -2.040
*
```

Calculated values
* energy: -114534.55477 eV

These are the Löwdin partial charges, in e, on atoms 1 to 6:
1 I 0.925
2 S 0.659
3 S 0.685
4 S 0.664
5 S 0.675
6 S 0.660

- Number 3 is which compound?
  C27H50IN2O10S5

- Look up the energy of the second one.
  -162792.46008 eV

- Number 3 is which compound?
  C27H50IN2O10S5